Formula: C26H27CrN3O2S3
Source: the Open Molecules 2025 dataset
Level of theory: the ωB97M-V functional and the def2-TZVPD basis

Output
<S²> = 3.8132
Total energy = -3560.89956 hartree
Spin multiplicity = 4
Total charge = -1
Kohn-Sham gap (spin up / spin down) = 6.596 / 6.652 eV
HOMO (spin up / spin down) = -4.3 / -4.3 eV
Energy above the lowest of the compared OMol25 structures with the same formula, charge and spin = 13.1 kcal/mol
Lowest unoccupied orbital energy (spin up / spin down) = 2.34 / 2.32 eV

Cartesian coordinates (Å):
Cr (0.1247, -0.7981, -0.0905)
S (-0.0500, -0.3193, -2.4247)
S (0.2402, -0.1615, 2.2299)
S (1.1003, -2.9514, -0.0601)
O (-1.5358, -1.7220, -0.0722)
O (-3.4539, -2.8392, -0.1093)
N (-1.9083, 0.8640, -0.1256)
N (0.8061, 2.2693, 0.0599)
N (2.0542, -0.4681, -0.0932)
C (-0.4874, 2.9110, -0.2014)
C (5.4345, 0.4141, -0.1323)
C (-1.6457, 2.1955, 0.4280)
C (1.8924, 3.6257, 1.7740)
C (2.3586, 3.8798, 3.0512)
C (-2.3992, 0.9322, -1.4941)
C (2.1687, 2.9042, 4.0268)
C (-0.3471, -6.6735, 0.1198)
C (-3.6503, 1.5132, -1.7322)
C (-4.2017, 1.5859, -3.0010)
C (-2.8959, 0.2005, 0.7600)
C (-1.7364, -6.5520, 0.1126)
C (-2.2375, -2.8205, -0.0651)
C (1.0682, 1.4110, 2.3962)
C (-0.0979, -4.2472, 0.0050)
C (-1.6610, 0.4076, -2.5562)
C (-2.2397, 0.4764, -3.8402)
C (1.5368, 1.7120, 3.7010)
C (-1.4942, -4.1331, -0.0036)
C (4.5930, -0.8293, 0.1563)
C (-3.4811, 1.0540, -4.0688)
C (1.7628, 2.7830, -0.9270)
C (1.2615, 2.4220, 1.4237)
C (-2.2857, -5.2855, 0.0506)
C (0.4498, -5.5443, 0.0681)
C (3.1497, -0.6034, 0.0135)
H (-1.4569, 2.0697, 1.4925)
H (1.3836, 0.9543, 4.4660)
H (-2.5338, 2.8201, 0.3246)
H (5.1559, 1.2346, 0.5289)
H (-3.3749, -0.6211, 0.2462)
H (6.4875, 0.1780, 0.0296)
H (1.5346, -5.6393, 0.0757)
H (2.8523, 4.8202, 3.2810)
H (4.7592, -1.1779, 1.1714)
H (2.0167, 4.3882, 1.0074)
H (-2.3747, -7.4303, 0.1584)
H (-3.8932, 1.0723, -5.0749)
H (2.7783, 2.4974, -0.6655)
H (-1.6787, 0.0458, -4.6643)
H (-4.2117, 1.9067, -0.8860)
H (1.5137, 2.3541, -1.9014)
H (2.5079, 3.0731, 5.0449)
H (-5.1789, 2.0365, -3.1507)
H (-0.4697, 3.9440, 0.1623)
H (-3.6572, 0.9223, 1.0948)
H (-2.3771, -0.1871, 1.6347)
H (-0.6306, 2.9424, -1.2813)
H (4.8543, -1.6459, -0.5092)
H (-3.3595, -5.1403, 0.0404)
H (5.3088, 0.7421, -1.1636)
H (1.7367, 3.8783, -1.0064)
H (0.1149, -7.6514, 0.1655)

Let us look at the Mulliken charges, expressed in e, one per atom: number 1, Cr, carries 0.49; number 2, S, carries -0.50; number 3, S, carries -0.43; number 4, S, carries -0.53; number 5, O, carries 0.10; number 6, O, carries -0.74; number 7, N, carries 1.56; number 8, N, carries 1.31; number 9, N, carries 0.19; number 10, C, carries -1.32; number 11, C, carries -1.17; number 12, C, carries -1.38; number 13, C, carries -0.33; number 14, C, carries -0.85; number 15, C, carries -0.75; number 16, C, carries -0.58; number 17, C, carries -0.45; number 18, C, carries -0.21; number 19, C, carries -0.91; number 20, C, carries -1.51; number 21, C, carries -0.61; number 22, C, carries 0.55; number 23, C, carries 0.68; number 24, C, carries 0.90; number 25, C, carries 0.90; number 26, C, carries -0.83; number 27, C, carries -0.75; number 28, C, carries -0.12; number 29, C, carries -0.42; number 30, C, carries -0.50; number 31, C, carries -1.41; number 32, C, carries -0.46; number 33, C, carries -0.63; number 34, C, carries -0.96; number 35, C, carries 0.28; number 36, H, carries 0.74; number 37, H, carries 0.43; number 38, H, carries 0.38; number 39, H, carries 0.30; number 40, H, carries 0.51; number 41, H, carries 0.38; number 42, H, carries 0.38; number 43, H, carries 0.39; number 44, H, carries 0.29; number 45, H, carries 0.25; number 46, H, carries 0.35; number 47, H, carries 0.34; number 48, H, carries 0.35; number 49, H, carries 0.43; number 50, H, carries 0.24; number 51, H, carries 0.24; number 52, H, carries 0.36; number 53, H, carries 0.37; number 54, H, carries 0.41; number 55, H, carries 0.42; number 56, H, carries 0.25; number 57, H, carries 0.69; number 58, H, carries 0.30; number 59, H, carries 0.44; number 60, H, carries 0.31; number 61, H, carries 0.49; number 62, H, carries 0.35

=====

Formula: C26H27F3N2O4S3
Source: the Open Molecules 2025 dataset
Level of theory: the ωB97M-V functional and the def2-TZVPD basis

Output
Total energy = -2911.42397 hartree
Kohn-Sham gap = 6.241 eV
HOMO = -6.4 eV
Energy above the lowest of the compared OMol25 structures with the same formula, charge and spin = 49.9 kcal/mol
Lowest unoccupied orbital energy = -0.16 eV
Structure (SMILES) = O=S(=O)(c1ccccc1)N(SC(F)(F)F)S(=O)(=O)c1ccccc1.C(=C\N1CCCCC1)/c1ccccc1

Cartesian coordinates (Å):
S (2.3129, -1.2536, -1.4312)
S (0.4882, 0.6151, -2.7288)
S (-0.7257, -1.8809, -1.5589)
F (-0.1291, 3.1227, -2.4372)
F (-1.2238, 1.7692, -1.0623)
F (-1.7548, 1.8522, -3.2120)
O (2.8027, -1.7765, -2.6810)
O (-1.5359, -1.3662, -0.4785)
O (2.2477, -2.0647, -0.2413)
O (-0.2042, -3.2178, -1.5221)
N (-1.5428, -0.2800, 2.0753)
N (0.6151, -0.7786, -1.6407)
C (4.7669, 1.9195, -0.7972)
C (-0.7289, 1.9053, -2.3282)
C (2.0708, 1.4262, -0.8127)
C (-3.4141, 1.2318, 2.8223)
C (2.5068, -0.8634, 2.2492)
C (-2.1246, -2.3812, -5.3032)
C (2.6965, 1.5417, 2.3478)
C (-0.3097, -0.4815, 1.6105)
C (-3.7910, -1.1012, -4.0914)
C (3.8673, 2.9745, -0.6022)
C (-4.1251, -0.0251, 3.2947)
C (4.5156, 0.1476, 3.1375)
C (-1.7272, -1.7280, -3.0172)
C (-2.3624, -1.4720, 2.2949)
C (-3.8527, -1.1844, 2.3520)
C (3.9692, 1.4165, 2.9019)
C (-1.9271, 1.0429, 2.5281)
C (4.3191, 0.6136, -1.0481)
C (-1.3075, -2.3921, -4.1733)
C (-3.3735, -1.7484, -5.2598)
C (0.6166, 0.5155, 1.3912)
C (2.9458, 0.3735, -1.0661)
C (-2.9723, -1.0866, -2.9644)
C (2.4997, 2.7434, -0.7404)
C (1.9411, 0.4035, 1.9876)
C (3.7627, -0.9887, 2.8329)
H (-2.0426, -1.9654, 3.2325)
H (-4.3558, -2.0973, 2.6859)
H (-3.4964, 2.0251, 3.5707)
H (4.5294, 2.3121, 3.1679)
H (-1.6490, 1.7725, 1.7533)
H (-1.7743, -2.8637, -6.2115)
H (4.2239, 3.9658, -0.2917)
H (4.9969, -0.2237, -1.2594)
H (-4.7531, -0.5891, -4.0581)
H (-3.2716, -0.5821, -2.0440)
H (4.1445, -1.9840, 3.0541)
H (1.9424, -1.7545, 2.0176)
H (5.8386, 2.1043, -0.7473)
H (1.7729, 3.5523, -0.7652)
H (-2.1549, -2.1701, 1.4739)
H (2.2595, 2.5261, 2.1827)
H (-4.0128, -1.7495, -6.1406)
H (-0.3383, -2.8876, -4.1720)
H (5.4986, 0.0528, 3.5902)
H (-3.7683, -0.2911, 4.2934)
H (0.2626, 1.5216, 1.1610)
H (1.0194, 1.2004, -0.6366)
H (-0.0225, -1.5326, 1.4735)
H (-5.2008, 0.1626, 3.3578)
H (-4.2267, -0.9733, 1.3438)
H (-1.3371, 1.3117, 3.4248)
H (-3.8971, 1.6126, 1.9158)

Let us look at the Mulliken charges, expressed in e, one per atom: number 1, S, carries 1.24; number 2, S, carries -0.21; number 3, S, carries 1.18; number 4, F, carries -0.22; number 5, F, carries -0.13; number 6, F, carries -0.20; number 7, O, carries -0.69; number 8, O, carries -0.46; number 9, O, carries -0.54; number 10, O, carries -0.72; number 11, N, carries 0.46; number 12, N, carries -0.02; number 13, C, carries -0.75; number 14, C, carries 0.87; number 15, C, carries 1.09; number 16, C, carries -0.84; number 17, C, carries -0.23; number 18, C, carries -0.68; number 19, C, carries -0.21; number 20, C, carries -0.78; number 21, C, carries -0.71; number 22, C, carries -0.57; number 23, C, carries -0.78; number 24, C, carries -0.47; number 25, C, carries 0.03; number 26, C, carries -0.52; number 27, C, carries -0.75; number 28, C, carries -0.78; number 29, C, carries -0.35; number 30, C, carries -0.65; number 31, C, carries -0.43; number 32, C, carries -0.42; number 33, C, carries -0.91; number 34, C, carries 0.22; number 35, C, carries 0.05; number 36, C, carries -0.83; number 37, C, carries 1.02; number 38, C, carries -0.91; number 39, H, carries 0.31; number 40, H, carries 0.36; number 41, H, carries 0.38; number 42, H, carries 0.39; number 43, H, carries 0.14; number 44, H, carries 0.40; number 45, H, carries 0.39; number 46, H, carries 0.47; number 47, H, carries 0.39; number 48, H, carries 0.37; number 49, H, carries 0.40; number 50, H, carries 0.27; number 51, H, carries 0.39; number 52, H, carries 0.45; number 53, H, carries 0.33; number 54, H, carries 0.39; number 55, H, carries 0.38; number 56, H, carries 0.44; number 57, H, carries 0.39; number 58, H, carries 0.32; number 59, H, carries 0.54; number 60, H, carries -0.20; number 61, H, carries 0.46; number 62, H, carries 0.40; number 63, H, carries 0.28; number 64, H, carries 0.41; number 65, H, carries 0.31

=====

Q: Among the records above, which one has the lowest energy above the lowest of the compared OMol25 structures with the same formula, charge and spin?
A: C26H27CrN3O2S3